Molecular formula: C28H46BeBrNOP2
Method: DFT, ωB97M-V with the def2-TZVPD basis set

As for the charge: +2.

Geometry as XYZ:
```
80
Properties=species:S:1:pos:R:3:forces:R:3
N -5.220 -0.889 3.613 0.0 -0.3 0.8
C -4.226 -0.211 4.193 0.3 0.5 -1.1
C -3.360 0.620 3.449 -0.9 -0.4 -0.4
C -3.588 0.764 2.055 -0.4 -1.0 0.6
C -4.603 -0.030 1.471 -0.1 0.0 0.9
C -5.402 -0.827 2.304 0.6 0.5 -0.4
C -2.781 1.658 1.231 0.5 -0.4 -1.9
Be 0.650 -0.476 0.325 -1.2 0.4 -0.7
P 1.948 0.573 -0.955 -0.5 0.2 -0.1
C -2.609 1.428 -0.113 0.2 0.4 1.9
C -1.833 2.248 -1.037 0.2 0.0 -0.3
C -2.015 2.089 -2.435 0.0 0.7 0.4
C -1.322 2.911 -3.320 0.6 -0.5 0.2
C -0.332 3.722 -2.783 0.5 0.7 -0.7
C -0.259 4.046 -1.434 0.2 -0.8 -0.1
C -0.947 3.219 -0.543 -0.3 0.5 -0.6
Br 1.214 4.153 -3.918 -1.3 0.6 0.2
H -2.305 2.503 1.737 -0.2 -0.2 -0.3
H -3.060 0.556 -0.561 -0.3 -0.1 0.0
H -2.575 1.159 3.972 -0.1 0.1 -0.2
H -4.838 -0.005 0.413 0.1 0.2 0.1
H -4.120 -0.292 5.276 -0.1 -0.1 -0.3
H -6.231 -1.409 1.888 0.3 0.2 0.2
H -2.696 1.340 -2.840 -0.1 0.3 0.3
H -0.796 3.330 0.530 -0.2 0.1 -0.3
H -1.435 2.868 -4.399 0.0 -0.3 0.2
H 0.386 4.860 -1.133 0.2 -0.2 0.3
P -0.402 -2.277 -0.043 -0.3 -1.4 -0.4
C 2.445 2.160 -0.204 -0.1 -0.2 0.5
C 3.211 3.159 -1.059 0.3 0.4 -0.1
H 3.041 1.870 0.673 0.0 0.1 0.0
H 1.529 2.643 0.174 0.3 -0.3 -0.1
H 3.556 3.960 -0.390 0.0 -0.2 -0.3
H 4.095 2.727 -1.544 -0.2 0.1 0.1
H 2.581 3.633 -1.826 0.3 -0.4 0.3
C 1.517 0.919 -2.680 -0.3 -0.3 -0.2
C 2.659 0.927 -3.692 0.1 0.1 -0.2
H 1.043 1.907 -2.670 0.1 -0.4 0.2
H 0.739 0.209 -2.997 0.2 0.1 0.1
H 2.219 1.202 -4.661 0.3 -0.1 0.2
H 3.417 1.688 -3.451 -0.2 -0.4 -0.1
H 3.133 -0.061 -3.791 -0.1 0.3 0.0
C 3.283 -0.643 -0.835 0.2 0.2 -0.1
C 4.684 -0.106 -1.030 0.7 -0.4 -0.1
H 3.034 -1.405 -1.583 0.1 -0.1 0.1
H 3.231 -1.123 0.154 -0.1 0.0 -0.2
H 5.349 -0.970 -0.937 0.2 0.3 -0.1
H 4.838 0.328 -2.023 -0.1 0.0 0.3
H 4.962 0.613 -0.252 -0.1 -0.1 -0.2
C 0.450 -3.681 0.788 0.1 0.1 0.2
C 1.935 -3.807 0.470 0.4 -0.2 -0.1
H -0.091 -4.610 0.548 0.1 0.3 -0.1
H 0.329 -3.524 1.870 -0.1 -0.2 -0.3
H 2.312 -4.771 0.832 -0.1 0.2 -0.1
H 2.148 -3.753 -0.603 -0.1 -0.1 0.2
H 2.544 -3.043 0.971 -0.2 -0.1 -0.1
C -0.312 -2.627 -1.846 0.3 0.1 -0.2
C -1.340 -1.865 -2.696 -0.1 0.1 -0.1
H -0.417 -3.716 -1.994 0.0 0.4 0.1
H 0.706 -2.346 -2.168 -0.3 -0.2 0.0
H -1.239 -2.163 -3.749 0.0 0.0 0.3
H -2.373 -2.079 -2.391 0.3 0.0 -0.1
H -1.201 -0.775 -2.661 0.0 -0.2 0.1
C -2.157 -2.622 0.360 -0.6 0.5 0.1
C -2.450 -2.999 1.813 0.0 0.0 0.4
H -2.525 -3.427 -0.302 0.5 0.3 0.1
H -2.735 -1.719 0.104 0.1 -0.3 0.0
H -3.514 -3.250 1.929 0.3 0.1 -0.1
H -1.874 -3.870 2.150 -0.2 0.2 -0.1
H -2.257 -2.170 2.504 0.0 -0.1 -0.1
C 1.127 1.393 3.536 0.6 0.0 0.9
C 1.016 0.221 2.656 -2.4 1.0 -2.0
C 1.478 -1.108 3.062 0.5 -0.6 0.9
O 0.356 0.382 1.562 1.8 -0.2 2.2
H 1.637 1.033 4.441 -0.2 0.7 -0.1
H 0.117 1.768 3.810 0.5 -0.1 -0.3
H 1.724 2.214 3.079 -0.5 -0.5 0.1
H 0.687 -1.870 2.951 0.3 0.5 -0.2
H 2.381 -1.445 2.522 -0.3 0.2 0.1
H 1.733 -1.044 4.127 0.1 -0.3 -0.3
```
Forces are in eV/Å.

Results of the Löwdin charge analysis, in e, for atoms 1 through 8:
1. N 0.064
2. C -0.122
3. C -0.021
4. C -0.226
5. C -0.028
6. C -0.136
7. C -0.027
8. Be 0.116

Molecular formula: C28H46Br12N3O2
Method: DFT, ωB97M-V with the def2-TZVPD basis set

As for the charge: +1.

Geometry as XYZ:
```
91
Properties=species:S:1:pos:R:3:forces:R:3
O -2.138 -3.664 2.283 -0.1 0.4 0.2
C -2.382 -3.376 1.135 0.4 -0.7 0.2
C -3.729 -3.751 0.546 -0.3 -0.2 0.1
C -4.568 -2.511 0.166 0.3 0.1 -0.4
C -5.256 -1.898 1.339 0.3 -0.2 -0.1
N -4.597 -1.573 2.442 0.1 0.6 1.4
C -5.448 -0.992 3.366 -0.3 -0.4 -1.0
C -6.663 -0.995 2.770 0.1 0.4 1.1
N -6.540 -1.563 1.526 0.5 -0.1 -0.5
C -7.635 -1.768 0.568 -0.9 0.4 0.7
C -8.457 -0.487 0.348 0.0 -0.1 -0.7
C -8.003 0.305 -0.887 0.3 0.1 0.3
C -6.500 0.556 -0.926 -0.1 0.4 -0.3
O -6.062 1.352 0.168 0.0 -0.3 0.1
N -1.451 -2.689 0.341 -0.8 0.0 0.1
C -1.329 -1.293 0.631 0.5 0.5 -0.1
C -1.293 -0.799 1.935 -0.3 -0.8 0.5
C -1.176 0.545 2.201 0.0 0.3 -0.2
C -1.046 1.467 1.160 -0.2 -0.6 0.5
C -1.067 0.997 -0.138 0.1 -0.5 -0.2
C -1.223 -0.400 -0.422 0.3 1.0 0.3
H -3.606 -4.419 -0.309 0.1 0.2 -0.2
H -4.260 -4.327 1.304 0.1 -0.1 0.0
H -5.258 -2.746 -0.640 -0.1 0.0 0.2
H -3.891 -1.743 -0.229 -0.1 0.0 -0.1
H -3.617 -1.692 2.671 0.1 -0.2 -0.6
H -5.137 -0.640 4.331 0.1 0.0 0.0
H -7.552 -0.598 3.228 -0.3 -0.2 -0.5
H -7.236 -2.151 -0.365 0.1 -0.1 0.0
H -8.303 -2.506 1.013 0.2 -0.2 -0.1
H -9.493 -0.787 0.180 0.0 0.0 0.1
H -8.459 0.130 1.245 0.1 0.0 0.0
H -8.492 1.283 -0.909 -0.1 -0.1 0.1
H -8.325 -0.201 -1.801 0.1 -0.1 0.0
H -5.914 -0.363 -0.885 0.0 0.0 0.0
H -6.237 1.044 -1.871 0.0 -0.1 0.0
H -6.446 2.229 0.067 0.1 0.1 0.1
H -1.580 -2.864 -0.648 -0.1 0.2 0.0
H -1.365 -1.487 2.771 0.2 -0.1 -0.1
H -1.176 0.863 3.235 0.1 0.1 0.0
H -0.939 2.511 1.416 0.1 0.1 -0.3
H -0.942 1.732 -0.945 0.0 -0.5 0.9
H -1.228 -0.780 -1.457 0.1 0.1 1.0
Br 2.427 0.403 0.890 0.0 0.0 0.0
C 2.600 0.932 -0.974 0.1 -0.3 0.1
C 3.280 2.264 -1.109 -0.1 0.2 -0.1
Br 2.060 3.715 -0.665 -0.1 0.0 0.0
H 1.600 0.930 -1.398 0.0 0.0 0.0
H 3.193 0.147 -1.439 0.0 0.1 0.0
H 3.578 2.442 -2.140 0.0 0.0 0.0
H 4.146 2.367 -0.465 0.0 0.0 0.0
Br 2.163 -4.056 1.393 0.0 0.0 -0.1
C 1.027 -5.610 1.665 -0.1 0.2 0.0
C 1.509 -6.462 2.809 0.1 -0.2 -0.1
Br 3.067 -7.515 2.315 0.0 0.1 0.0
H 1.003 -6.151 0.724 0.0 -0.1 0.0
H 0.039 -5.208 1.881 0.0 0.0 0.1
H 0.748 -7.186 3.091 0.0 0.0 0.0
H 1.789 -5.874 3.676 0.0 0.0 0.0
Br 8.872 2.915 1.547 -0.1 0.0 0.0
C 7.580 1.502 1.203 0.2 0.0 0.1
C 7.759 0.908 -0.169 -0.2 0.0 0.0
Br 7.055 2.080 -1.555 0.1 0.0 0.0
H 6.595 1.935 1.350 0.0 0.0 0.0
H 7.764 0.750 1.967 0.0 0.0 0.0
H 7.192 -0.016 -0.261 0.0 0.0 0.0
H 8.797 0.720 -0.419 0.0 0.0 0.0
Br -1.315 0.865 -2.960 -0.2 0.5 -2.4
C -1.184 1.343 -4.848 0.1 -0.2 0.1
C -0.501 2.673 -5.026 -0.1 0.2 -0.1
Br -1.684 4.147 -4.571 0.1 0.0 0.1
H -2.192 1.329 -5.249 0.0 0.1 0.0
H -0.601 0.549 -5.311 0.0 0.0 0.0
H -0.230 2.826 -6.069 0.0 0.0 0.0
H 0.383 2.777 -4.404 0.0 0.0 0.0
Br 3.773 5.493 2.597 0.0 0.0 0.0
C 2.998 6.898 1.500 0.2 0.0 0.1
C 2.050 7.761 2.286 -0.2 0.0 -0.1
Br 0.348 6.864 2.589 0.0 0.0 0.0
H 2.519 6.408 0.658 0.0 0.0 0.0
H 3.842 7.485 1.144 0.0 0.0 0.0
H 1.805 8.663 1.729 0.0 0.0 0.0
H 2.440 8.032 3.262 0.0 0.0 0.0
Br 11.054 0.970 -3.136 0.0 0.0 0.1
C 11.590 -0.848 -2.699 0.1 0.2 -0.2
C 10.579 -1.854 -3.180 0.0 -0.1 0.1
Br 9.001 -1.867 -2.043 0.0 -0.1 -0.1
H 11.732 -0.882 -1.624 0.0 -0.1 0.0
H 12.545 -1.001 -3.196 0.0 0.0 0.0
H 10.986 -2.861 -3.128 0.0 0.0 0.0
H 10.234 -1.656 -4.190 0.0 0.1 0.0
```
Forces are in eV/Å.

Results of the Löwdin charge analysis, in e, for atoms 1 through 8:
1. O 0.096
2. C -0.470
3. C -0.064
4. C -0.065
5. C -0.203
6. N 0.183
7. C 0.013
8. C -0.014

no.,lowest unoccupied orbital energy (eV),HOMO-LUMO gap (hartree),E (eV)
1,-7.0,0.2254,-122328.67395
2,-2.3,0.3207,-878852.34171